Record 1
C6H10O as an isolated structure at a distorted geometry, computed with ωB97M-V with the def2-TZVPD basis set.

Values from the calculation:
Kohn-Sham gap (alpha / beta) (eV): 7.37 / 8.93
Highest occupied orbital energy (alpha / beta) (Ha): -0.279 / -0.306
Energy above the lowest of the compared OMol25 structures with the same formula, charge and spin (eV): 6.887

CARTESIAN COORDINATES (ANGSTROEM)
C -1.43922 -1.67913 -0.89741
C -0.66013 -0.33497 -0.53098
C 1.22380 -0.14172 -0.20493
C 1.08427 1.10030 0.79494
C 1.23642 2.03917 -0.34072
O -0.20574 1.09196 1.35770
C -1.01014 0.02409 0.87088
H -1.74634 -2.35946 -0.05206
H -0.86137 -2.29768 -1.58140
H -2.40145 -1.51613 -1.43512
H 1.21969 -1.14244 0.13045
H 2.27611 -0.01204 -0.64632
H 1.78518 1.27984 1.65972
H 2.21162 2.31894 -0.79702
H 0.26559 2.14781 -0.85589
H -0.91612 -0.85445 1.57048
H -2.06216 0.33592 0.95768

Record 2
C30H37CrFNO5SSi as an isolated structure, computed with ωB97M-V with the def2-TZVPD basis set.

Values from the calculation:
Kohn-Sham gap (alpha / beta) (eV): 5.12 / 7.66
Net charge: -1
Highest occupied orbital energy (alpha / beta) (Ha): -0.097 / -0.190
Multiplicity: 5
<S²>: 6.233

CARTESIAN COORDINATES (ANGSTROEM)
Cr 0.65656 0.85501 1.39816
C 2.25963 2.49985 -5.57730
C 1.52777 3.63916 -4.87334
C 0.36468 4.10147 -5.73937
C -0.45391 5.16976 -5.03749
C -0.94108 4.64055 -3.71766
C -2.18255 5.04922 -3.20207
C -2.59728 4.53252 -1.99545
F -3.80216 4.92723 -1.50683
C -1.85054 3.64291 -1.26145
C -0.60075 3.22025 -1.76089
C 0.22660 2.35214 -1.00563
O -0.24578 1.88487 0.14348
C 1.53339 2.06722 -1.50231
C 1.89014 2.52769 -2.72941
N 1.04624 3.23651 -3.54661
C -0.17239 3.71956 -3.02644
C 2.57491 1.25234 -0.77578
O 3.66934 1.06841 -1.28027
O 2.24132 0.75327 0.38160
H 2.50394 2.80928 -6.59498
H 1.61710 1.61881 -5.62611
H 3.18830 2.21733 -5.08696
H 2.22089 4.48411 -4.75104
H -0.27227 3.23974 -5.96311
H 0.76925 4.46595 -6.68564
H -1.30379 5.47189 -5.65271
H 0.16087 6.06475 -4.88775
H -2.80686 5.74923 -3.74123
H -2.19978 3.27199 -0.30946
H 2.87906 2.30902 -3.09678
O 1.57654 -5.06113 6.52140
C 0.50767 -4.24830 6.72141
O -0.38031 -4.61216 7.44359
C 0.52094 -2.94815 5.99874
C -0.69452 -2.29551 5.80369
C -0.75042 -1.10318 5.10760
C 0.41002 -0.51899 4.58976
S 0.35801 1.03063 3.75303
C 1.63069 -1.15964 4.82124
C 1.68364 -2.35844 5.50749
H 2.12714 -4.69955 5.81625
H -1.59382 -2.75018 6.19752
H -1.70127 -0.60918 4.94709
H 2.53983 -0.70054 4.45639
H 2.65971 -2.80245 5.67610
C 0.21001 -1.11588 -1.43667
Si -0.21307 -1.30151 0.40102
C 0.72879 -2.87604 1.00799
C 0.16590 -3.45226 2.30830
C 2.18644 -2.46393 1.25079
C 0.71588 -3.97315 -0.06329
C -2.13170 -1.44276 0.50620
C -2.72873 -0.32196 -0.35565
C -2.62211 -1.25457 1.94519
C -2.64411 -2.78046 -0.04073
H -0.27404 -1.88296 -2.04884
H 1.28959 -1.19137 -1.58833
H -0.10735 -0.13975 -1.80442
H 0.11607 -2.70065 3.09821
H 0.81414 -4.26465 2.66458
H -0.83310 -3.87082 2.17773
H 2.26483 -1.74168 2.06646
H 2.64076 -2.00340 0.37095
H 2.78247 -3.34496 1.52458
H -0.29651 -4.31855 -0.28371
H 1.29121 -4.83920 0.28875
H 1.16771 -3.63626 -0.99772
H -2.36015 0.66143 -0.05984
H -3.82140 -0.32517 -0.25647
H -2.49198 -0.45666 -1.41375
H -2.30826 -0.28612 2.34500
H -2.24264 -2.02629 2.61762
H -3.71869 -1.29236 1.97770
H -2.29007 -2.96530 -1.05843
H -3.74122 -2.77231 -0.07262
H -2.34333 -3.62568 0.57892

Record 3
C11H21NO as an isolated structure at a distorted geometry, computed with ωB97M-V with the def2-TZVPD basis set.

Values from the calculation:
Kohn-Sham gap (eV): 9.91
Highest occupied orbital energy (Ha): -0.340
Energy above the lowest of the compared OMol25 structures with the same formula, charge and spin (eV): 10.946

CARTESIAN COORDINATES (ANGSTROEM)
C 2.98989 -1.34727 2.22841
C 1.63716 -0.80753 1.61381
C 0.39534 -1.61297 2.25080
C -0.84117 -1.07773 1.97382
C -1.19116 -1.54048 0.51422
C -0.46019 -1.05589 -0.46071
O 0.18759 -1.80227 -1.01916
N -0.51383 0.13787 -0.92374
C -1.25714 1.18266 -0.22282
H -0.65465 1.75103 0.60876
C -1.76633 2.29037 -1.12649
C -0.34529 2.89902 -1.68472
C 1.03227 2.07887 -1.80426
C 0.22381 0.66147 -1.93213
H 1.18338 -0.14331 -2.11728
H -0.21854 0.66298 -2.75047
H 1.69197 2.44339 -2.46257
H 1.41546 2.11617 -0.65908
H -0.16962 3.90000 -1.13877
H -0.53852 3.50639 -2.56723
H -2.09883 1.87148 -2.06278
H -2.33983 3.10276 -0.51421
H -2.31507 0.86897 0.27465
H -2.47405 -1.13365 0.70301
H -1.50289 -2.83657 0.42597
H -0.88017 0.01822 2.05674
H -1.40799 -1.40585 2.75698
H 0.41515 -2.77758 2.03214
H 0.68587 -1.60288 3.59229
H 1.62794 -0.94521 0.66532
H 1.49574 0.08333 1.91179
H 3.17962 -1.41132 3.19911
H 3.78497 -0.86812 1.71938
H 3.26333 -2.46867 1.94523

Record 4
The molecule C4H7N3 at a distorted geometry, computed with ωB97M-V with the def2-TZVPD basis set.

Values from the calculation:
Structure (SMILES): [H]/N=C(\C#N)NCC
Kohn-Sham gap (eV): 10.40
Highest occupied orbital energy (Ha): -0.354
Energy above the lowest of the compared OMol25 structures with the same formula, charge and spin (eV): 0.415

CARTESIAN COORDINATES (ANGSTROEM)
H 2.31185 -1.52230 -1.03397
N 1.40104 -1.32491 -0.62990
C 1.38562 -0.17800 -0.06720
C 2.54376 0.72242 -0.05520
N 3.47190 1.41276 -0.07452
N 0.30835 0.32141 0.60074
C -0.97358 -0.36319 0.61270
C -1.97063 0.23299 -0.37563
H 0.34062 1.28582 0.89137
H -0.76749 -1.40807 0.37206
H -1.37211 -0.32644 1.63269
H -1.58856 0.16112 -1.39870
H -2.16626 1.28834 -0.15240
H -2.92453 -0.30196 -0.32206

Record 5
A 8-piece molecular cluster, C6H30N2O7 overall at a distorted geometry, computed with ωB97M-V with the def2-TZVPD basis set.

Values from the calculation:
Structure (SMILES): CNC[C@@H](N)C(C)C.O.O.O.O.O.O.O
Kohn-Sham gap (eV): 9.20
Highest occupied orbital energy (Ha): -0.324
Energy above the lowest of the compared OMol25 structures with the same formula, charge and spin (eV): 2.902

CARTESIAN COORDINATES (ANGSTROEM)
C 2.75633 1.83626 -0.68667
N 1.60469 1.03083 -1.14587
C 0.77969 0.53603 -0.01517
C -0.53095 1.23973 0.28385
N -1.20344 0.57526 1.40365
C -0.44421 2.78848 0.32932
C -0.94703 3.38054 1.65844
C -1.06564 3.57139 -0.81138
H 2.49213 2.68281 -0.07132
H 3.37739 2.02604 -1.55169
H 3.39442 1.17483 -0.09468
H 1.02686 1.65114 -1.70537
H 1.37977 0.28449 0.86510
H 0.56196 -0.45879 -0.36770
H -1.15190 1.05041 -0.59881
H -1.20481 1.03653 2.29956
H -2.13090 0.33791 1.08723
H 0.61786 3.02242 0.37452
H -0.67125 4.44194 1.59671
H -0.37644 3.04244 2.52381
H -1.99726 3.46385 1.94539
H -1.76778 2.98999 -1.43709
H -0.45770 3.87416 -1.67295
H -1.73227 4.39203 -0.54372
O 0.16728 -2.15757 1.13814
H -0.47416 -1.43018 1.17647
H 0.71855 -1.94592 0.38930
O -2.13779 0.04126 4.11372
H -2.02968 -0.70962 3.53194
H -3.03096 0.39401 4.12154
O 1.35702 -1.05478 4.09615
H 0.84414 -1.10128 4.90131
H 0.79424 -1.13982 3.32045
O -1.27725 -1.45923 -1.42656
H -0.44696 -1.93967 -1.46609
H -2.05571 -1.99546 -1.57960
O 0.87443 -1.32130 -4.36089
H -0.02675 -1.32558 -3.99459
H 0.82316 -0.44430 -4.76804
O -0.99896 -3.83556 -2.41862
H -0.47887 -4.18762 -3.14314
H -0.61199 -4.05497 -1.56874
O 1.37350 -2.91085 -1.86983
H 1.46897 -2.31884 -2.62906
H 2.16980 -2.77027 -1.34775

no.,E (Eh)
1,-309.5893
2,-3428.5418
3,-561.3547
4,-320.8681
5,-882.7259